1.
Density functional theory data (ωB97M-V/def2-TZVPD) for 2 unconnected molecules or ions with the total composition C9H14 in a non-equilibrium geometry.

Geometry as XYZ:
```
23
C9H14 (ωB97M-V/def2-TZVPD)
C 0.1901 -0.1921 2.6992
C 0.1712 -1.1295 3.8830
H 0.3226 -0.8521 1.8416
H -0.6899 0.4035 2.4529
H 1.0885 0.4486 2.7142
H -0.7485 -1.2920 4.4403
H 0.9630 -0.8386 4.5730
H 0.5207 -2.1540 3.6642
C -0.7414 -0.8449 -3.4696
C -0.8984 1.1754 -0.3417
C -1.3096 0.3875 -1.3972
C 0.4294 1.5860 -0.1717
C -0.2890 -0.0109 -2.3023
C 1.3772 1.2305 -1.0955
C 1.0389 0.2850 -2.0952
H -1.5946 1.4939 0.4322
H -2.3277 0.0553 -1.5514
H 0.6578 2.3160 0.6094
H 2.3839 1.6685 -1.1319
H -1.6965 -1.3473 -3.2024
H 0.0422 -1.7082 -3.5289
H 1.8711 -0.2439 -2.5472
H -0.7610 -0.4366 -4.4750
```

SMILES string: Cc1ccccc1.CC
E_tot: -351.29395 Eh
Relative energy (zero: lowest compared OMol25 entry of this formula, charge and spin): 0.986 eV
LUMO: 1.012 eV
Charge: 0
Strongest force on any atom: 3.5 eV/A

Results of the Mulliken charge analysis, in e, for atoms 1 through 4: -0.582, -0.990, 0.252, 0.223



2.
Density functional theory data (ωB97M-V/def2-TZVPD) for 2 unconnected molecules or ions with the total composition C9H14 in a non-equilibrium geometry.

Geometry as XYZ:
```
23
C9H14 (ωB97M-V/def2-TZVPD)
C -0.4920 -2.3583 1.3212
C -0.2726 -1.2110 -0.8807
C 0.3080 -1.5332 0.3671
C 0.4422 -0.4693 -1.8299
C 1.6007 -1.1295 0.6034
C 1.7340 -0.0519 -1.5508
C 2.3075 -0.3679 -0.3547
H -1.2877 -1.5570 -1.1526
H 0.0067 -0.2996 -2.7846
H -0.8863 -3.1787 0.8467
H -1.4088 -1.7869 1.6297
H 2.0926 -1.3378 1.4909
H 2.2952 0.5304 -2.2421
H 3.3104 -0.0249 -0.1362
H -0.0088 -2.6467 2.2424
C -0.5775 2.2913 -0.1207
C -1.8092 2.0534 0.7580
H -0.8752 2.0360 -1.1746
H -0.3243 3.3444 -0.0834
H 0.2677 1.6771 0.2493
H -2.0913 1.0348 0.7045
H -2.6373 2.5946 0.3057
H -1.6940 2.3906 1.7913
```

SMILES string: Cc1ccccc1.CC
E_tot: -351.31584 Eh
Relative energy (zero: lowest compared OMol25 entry of this formula, charge and spin): 0.390 eV
LUMO: 1.031 eV
Charge: 0
Strongest force on any atom: 3.0 eV/A

Results of the Mulliken charge analysis, in e, for atoms 1 through 4: -1.508, -0.298, 0.931, -0.638



3.
Density functional theory data (ωB97M-V/def2-TZVPD) for 2 unconnected molecules or ions with the total composition C9H14 in a non-equilibrium geometry.

Geometry as XYZ:
```
23
C9H14 (ωB97M-V/def2-TZVPD)
C -0.3591 4.6761 -2.0413
C 1.0652 4.3176 -1.6793
H -0.6816 4.5028 -3.1224
H -0.9800 3.9397 -1.5054
H -0.6187 5.7115 -1.8641
H 1.6510 5.0490 -1.0669
H 1.6939 4.1724 -2.6209
H 1.1645 3.3956 -0.9427
C 1.6721 -3.1518 1.0909
C -1.5527 -0.4032 0.2985
C -1.5655 -1.1523 1.5538
C -0.5242 -0.5555 -0.5541
C -0.5093 -1.9896 1.8164
C 0.5713 -1.4609 -0.4247
C 0.5745 -2.1474 0.8501
H -2.4553 0.0845 -0.0010
H -2.4087 -0.9337 2.2289
H -0.4117 -0.1604 -1.6116
H -0.4202 -2.5926 2.7090
H 1.4390 -1.6401 -1.1038
H 2.3202 -2.9566 2.0162
H 2.3271 -3.2586 0.2222
H 1.1460 -4.1116 1.2018
```

SMILES string: Cc1ccccc1.CC
E_tot: -351.27277 Eh
Relative energy (zero: lowest compared OMol25 entry of this formula, charge and spin): 1.563 eV
LUMO: 0.974 eV
Charge: 0
Strongest force on any atom: 5.3 eV/A

Results of the Mulliken charge analysis, in e, for atoms 1 through 4: -0.687, -0.720, 0.255, 0.182



4.
Density functional theory data (ωB97M-V/def2-TZVPD) for 2 unconnected molecules or ions with the total composition C9H14 in a non-equilibrium geometry.

Geometry as XYZ:
```
23
C9H14 (ωB97M-V/def2-TZVPD)
C -0.6257 -0.3164 3.9270
C -0.4374 1.5414 0.5920
C -0.9023 1.1126 1.7924
C 0.8290 1.1198 0.1355
C -0.1258 0.2786 2.6098
C 1.5875 0.3132 0.9450
C 1.1761 -0.0363 2.2294
H -0.8349 2.2925 -0.1075
H -1.7764 1.5254 2.2869
H 1.2213 1.5664 -0.7725
H 2.5478 -0.0220 0.5438
H 0.3000 -0.2262 4.5436
H -0.9542 -1.3561 3.8644
H 1.9252 -0.3967 2.9154
H -1.2571 0.4732 4.3864
C 0.4311 -1.1879 -3.8710
C -1.0741 -0.9195 -3.5394
H 0.6301 -0.7793 -4.8363
H 1.1188 -0.4537 -3.4000
H 0.6673 -2.2411 -3.6540
H -1.6750 -1.7966 -3.7302
H -1.3227 -0.4059 -2.6104
H -1.4485 -0.0853 -4.2506
```

SMILES string: Cc1ccccc1.CC
E_tot: -351.28025 Eh
Relative energy (zero: lowest compared OMol25 entry of this formula, charge and spin): 1.359 eV
LUMO: 1.020 eV
Charge: 0
Strongest force on any atom: 3.0 eV/A

Results of the Mulliken charge analysis, in e, for atoms 1 through 4: -1.086, -0.524, -0.378, -0.399